[1]
Molecular formula: C2H13NO3
Method: DFT, ωB97M-V with the def2-TZVPD basis set

The geometry in XYZ format:
```
19
Properties=species:S:1:pos:R:3:mulliken_charge:R:1
H 0.42 0.11 0.29 0.444
O 1.57 0.02 0.52 -0.807
N -0.59 -0.01 -0.52 -0.471
H 1.87 -0.24 1.41 0.206
H -0.66 0.92 -0.91 0.211
C -1.69 -0.66 0.26 -0.219
H -1.80 -1.69 -0.07 0.239
H -2.54 0.02 0.19 0.325
H -0.03 -0.59 -1.14 0.384
C -1.30 -0.74 1.73 -1.279
H -2.16 -1.04 2.33 0.342
H -0.54 -1.50 1.92 0.327
H -0.81 0.16 2.11 0.358
O 0.69 3.31 -1.34 -0.660
H 0.70 2.51 -1.89 0.319
H 1.02 2.87 -0.55 0.331
O 1.80 -1.01 -1.77 -0.754
H 2.00 -1.93 -1.63 0.286
H 2.05 -0.52 -0.92 0.418
```

As for the charge: 0. Its HOMO-LUMO gap is 10.54 eV. The electronic energy is -364.43351 a.u. Its highest occupied orbital energy is -9.87 eV. The energy above the lowest of the compared OMol25 structures with the same formula, charge and spin comes out at 33.9 kcal per mole.



[2]
Molecular formula: C15H26ClN6
Method: DFT, ωB97M-V with the def2-TZVPD basis set

The geometry in XYZ format:
```
48
Properties=species:S:1:pos:R:3:mulliken_charge:R:1
C -2.05 1.16 0.48 -1.512
C -1.90 1.03 -1.05 0.880
C -2.21 -0.42 -1.46 -1.679
C -0.49 1.36 -1.56 -1.307
C 0.23 2.55 -0.90 0.085
C 1.70 2.44 -1.08 0.312
N 2.27 2.26 -2.28 -0.057
C 3.63 2.18 -2.14 -0.047
Cl 4.68 1.92 -3.44 -0.136
C 3.90 2.32 -0.84 -0.345
N 2.68 2.48 -0.19 0.264
C 2.62 2.63 1.27 -1.803
C 1.89 1.50 2.05 1.370
N 1.53 0.42 1.14 -0.479
N 0.73 2.04 2.73 -0.614
N 2.83 1.09 3.11 -0.704
H -2.49 2.13 0.75 0.301
H -1.09 1.05 0.98 0.194
H -2.74 0.41 0.85 0.467
H -2.64 1.65 -1.55 0.341
H -2.33 -0.52 -2.54 0.377
H -3.06 -0.83 -0.92 0.411
H -1.35 -1.04 -1.19 0.429
H 0.16 0.48 -1.54 0.568
H -0.61 1.62 -2.62 0.346
H 0.03 2.61 0.17 -0.138
H -0.09 3.49 -1.35 0.554
H 1.75 2.18 -3.14 0.272
H 4.85 2.30 -0.32 0.459
H 3.65 2.61 1.61 0.347
H 2.24 3.62 1.53 0.270
H 2.34 -0.01 0.72 0.243
H 1.01 -0.29 1.64 0.225
H 0.01 1.34 2.88 0.321
H 0.33 2.85 2.28 0.220
H 3.34 0.26 2.81 0.295
H 2.28 0.79 3.91 0.301
N -1.93 -3.44 -0.47 -0.243
C -1.97 -3.85 0.80 -0.044
C -2.46 -5.08 1.20 -0.675
C -2.94 -5.94 0.22 -0.135
C -2.91 -5.53 -1.10 -0.653
C -2.39 -4.28 -1.39 -0.060
H -1.59 -3.14 1.53 0.328
H -2.47 -5.36 2.24 0.363
H -3.33 -6.91 0.49 0.374
H -3.28 -6.17 -1.89 0.361
H -2.35 -3.93 -2.42 0.354
```

As for the charge: +1. Its HOMO-LUMO gap is 9.35 eV. The electronic energy is -1375.68236 a.u. Its highest occupied orbital energy is -11.67 eV. The energy above the lowest of the compared OMol25 structures with the same formula, charge and spin comes out at 0.0 kcal per mole.



[3]
Molecular formula: C4H9NiO3
Method: DFT, ωB97M-V with the def2-TZVPD basis set

The geometry in XYZ format:
```
17
Properties=species:S:1:pos:R:3:mulliken_charge:R:1
O -1.61 -0.16 0.29 -0.451
C -0.39 -0.48 -0.32 -0.367
C 0.63 0.65 -0.15 -0.615
C 1.90 0.40 -0.96 -0.442
C 2.70 -0.78 -0.49 -0.078
O 3.21 -1.60 -1.21 -0.448
H -2.63 0.66 2.05 0.444
H -0.53 -0.68 -1.40 0.274
H 0.02 -1.41 0.12 0.327
H 0.87 0.76 0.92 0.331
H 0.18 1.59 -0.48 0.298
H 1.70 0.29 -2.03 0.285
H 2.85 -0.84 0.62 0.340
H 2.57 1.28 -0.84 0.329
Ni -3.24 -0.45 0.07 0.945
O -3.67 0.32 1.72 -0.526
H -4.56 0.43 2.08 0.354
```

As for the charge: +1. The spin multiplicity is 3. Its HOMO-LUMO gap (alpha / beta) is 6.64 / 6.07 eV. The electronic energy is -1891.45663 a.u. Its highest occupied orbital energy (alpha / beta) is -12.43 / -12.43 eV. The energy above the lowest of the compared OMol25 structures with the same formula, charge and spin comes out at 29.5 kcal per mole.



[4]
Molecular formula: C5H9N
Method: DFT, ωB97M-V with the def2-TZVPD basis set

The geometry in XYZ format:
```
15
Properties=species:S:1:pos:R:3:mulliken_charge:R:1
C 1.74 -0.07 -0.10 -1.464
C 0.25 -0.09 0.00 0.619
C -0.75 -0.03 1.17 -0.412
N -1.67 0.13 -0.04 -0.484
C -0.61 1.07 -0.55 -0.394
C -0.75 -1.05 -0.62 -0.476
H 2.01 0.19 -1.14 0.323
H 2.20 -1.03 0.16 0.345
H 2.13 0.72 0.54 0.322
H -0.99 -0.93 1.74 0.258
H -0.63 0.84 1.82 0.268
H -0.51 2.02 0.00 0.259
H -0.71 1.26 -1.62 0.291
H -0.51 -1.35 -1.66 0.274
H -1.08 -1.95 -0.10 0.272
```

As for the charge: 0. Its HOMO-LUMO gap is 9.92 eV. The electronic energy is -250.54726 a.u. Its highest occupied orbital energy is -8.94 eV. The energy above the lowest of the compared OMol25 structures with the same formula, charge and spin comes out at 75.1 kcal per mole.



[5]
Molecular formula: C26H27NO6
Method: DFT, ωB97M-V with the def2-TZVPD basis set

The geometry in XYZ format:
```
60
Properties=species:S:1:pos:R:3:mulliken_charge:R:1
O -0.49 -3.13 -0.39 -0.725
C -0.74 -1.99 -0.05 0.202
N -1.91 -1.61 0.52 -0.023
C -3.05 -2.48 0.62 -1.192
C -4.24 -1.93 -0.11 -0.110
C -4.07 -1.14 -1.25 0.348
C -5.17 -0.61 -1.90 -0.727
C -6.45 -0.86 -1.44 -0.442
C -6.63 -1.66 -0.32 -0.643
C -5.53 -2.18 0.34 -0.076
C 0.23 -0.87 -0.22 0.151
C 1.48 -1.09 -0.66 -1.269
C 2.48 0.00 -0.85 1.806
C 3.84 -0.35 -0.31 -0.928
C 4.01 -1.14 0.76 -0.056
O 5.18 -1.47 1.31 -0.424
C 6.31 -0.98 0.74 0.396
C 7.53 -1.34 1.32 -0.730
C 8.71 -0.87 0.78 -0.231
C 8.69 -0.03 -0.34 -0.683
C 7.49 0.33 -0.90 -0.637
C 6.28 -0.14 -0.38 0.324
C 5.00 0.24 -0.98 0.469
O 4.91 0.98 -1.95 -0.707
C 1.96 1.29 -0.19 -1.161
C 0.48 1.45 -0.51 -0.125
O 0.02 2.65 0.02 -0.362
C -1.34 2.96 -0.25 -0.721
C -2.27 2.52 0.88 -0.149
C -3.74 2.54 0.47 -0.450
C -4.61 1.94 1.58 -0.685
O -4.30 0.60 1.85 -0.496
O -0.28 0.37 0.03 -0.167
H -2.02 -0.65 0.80 0.228
H -3.31 -2.64 1.68 0.323
H -2.74 -3.44 0.19 0.467
H -3.07 -0.95 -1.62 0.382
H -5.02 0.00 -2.78 0.416
H -7.30 -0.45 -1.95 0.402
H -7.62 -1.86 0.04 0.385
H -5.67 -2.79 1.22 0.366
H 1.77 -2.11 -0.87 0.605
H 2.61 0.19 -1.92 0.545
H 3.18 -1.59 1.29 0.530
H 7.53 -1.99 2.18 0.445
H 9.65 -1.15 1.22 0.387
H 9.62 0.34 -0.75 0.397
H 7.44 0.98 -1.77 0.487
H 2.50 2.16 -0.54 0.428
H 2.06 1.22 0.90 0.291
H 0.32 1.43 -1.61 0.467
H -1.38 4.04 -0.38 0.412
H -1.64 2.49 -1.20 0.320
H -2.11 3.17 1.74 0.297
H -2.00 1.51 1.18 0.072
H -4.07 3.56 0.27 0.419
H -3.88 1.95 -0.44 0.192
H -5.67 2.04 1.31 0.352
H -4.44 2.48 2.52 0.387
H -4.52 0.07 1.08 0.222
```

As for the charge: 0. Its HOMO-LUMO gap is 9.03 eV. Its SMILES is O=C(NCc1ccccc1)C1=C[C@H](c2coc3ccccc3c2=O)C[C@H](OCCCCO)O1. The electronic energy is -1513.16895 a.u. Its highest occupied orbital energy is -8.87 eV. The energy above the lowest of the compared OMol25 structures with the same formula, charge and spin comes out at 52.9 kcal per mole.



[6]
Molecular formula: C3H9NO2
Method: DFT, ωB97M-V with the def2-TZVPD basis set

The geometry in XYZ format:
```
15
Properties=species:S:1:pos:R:3:mulliken_charge:R:1
C -0.87 -1.72 -0.71 -1.099
C -0.73 -1.17 0.68 0.744
O -1.63 -1.62 1.57 -0.464
O 0.23 -0.61 1.19 -0.579
H -0.84 -2.79 -0.63 0.364
H -0.01 -1.48 -1.35 0.292
H -1.71 -1.33 -1.25 0.380
C 0.73 2.18 -0.15 -0.552
N 1.97 1.52 0.07 -0.073
H 1.81 0.79 0.79 0.394
H -2.50 -2.00 1.28 0.366
H 2.40 1.12 -0.76 0.355
H 0.75 3.19 0.28 0.314
H -0.15 1.72 0.27 0.226
H 0.55 2.20 -1.29 0.333
```

As for the charge: +1. The spin multiplicity is 2. Its HOMO-LUMO gap (alpha / beta) is 11.45 / 6.04 eV. The electronic energy is -324.60020 a.u. Its highest occupied orbital energy (alpha / beta) is -14.84 / -14.76 eV. The energy above the lowest of the compared OMol25 structures with the same formula, charge and spin comes out at 15.9 kcal per mole.



[7]
Molecular formula: C2H3NO3
Method: DFT, ωB97M-V with the def2-TZVPD basis set

The geometry in XYZ format:
```
9
Properties=species:S:1:pos:R:3:mulliken_charge:R:1
O -2.27 0.72 -0.05 -0.430
C -1.58 -0.26 -0.11 0.036
C -0.13 -0.56 -0.07 0.485
O 0.37 -1.63 -0.22 -0.477
N 0.62 0.71 -0.29 -0.183
O 1.98 0.66 -0.19 -0.395
H -2.05 -1.23 -0.10 0.350
H 0.35 1.61 0.13 0.263
H 2.18 0.19 -1.05 0.351
```

As for the charge: 0. Its HOMO-LUMO gap is 9.17 eV. Its SMILES is O=CC(=O)NO. The electronic energy is -358.39307 a.u. Its highest occupied orbital energy is -9.90 eV. The energy above the lowest of the compared OMol25 structures with the same formula, charge and spin comes out at 85.7 kcal per mole.



[8]
Molecular formula: C5H27NO9
Method: DFT, ωB97M-V with the def2-TZVPD basis set

The geometry in XYZ format:
```
42
Properties=species:S:1:pos:R:3:mulliken_charge:R:1
C -0.24 0.81 -3.91 -0.847
C -0.67 0.75 -2.61 -0.540
C -0.94 -0.60 -2.04 1.014
C -2.17 -1.08 -1.85 -0.999
N 0.14 -1.41 -1.89 0.108
C 0.11 -2.84 -1.47 -1.333
H -0.27 -0.06 -4.59 0.250
H -0.27 1.72 -4.45 0.371
H -0.62 1.72 -2.09 0.255
H -2.31 -2.08 -1.61 0.306
H -3.19 -0.52 -1.88 0.189
H 1.01 -1.02 -1.97 0.070
H -0.10 -2.80 -0.38 0.657
H -0.80 -3.20 -2.07 0.295
H 0.95 -3.40 -1.89 0.351
O 3.35 0.02 2.38 -0.645
H 3.47 0.89 1.95 0.310
H 2.94 -0.45 1.62 0.324
O 3.32 -0.50 -2.20 -0.638
H 4.18 -0.28 -1.82 0.337
H 3.26 -1.35 -1.76 0.283
O -2.16 1.30 3.89 -0.614
H -1.37 1.88 3.97 0.296
H -2.00 0.64 4.60 0.303
O 0.50 0.11 3.95 -0.618
H 1.27 0.02 4.44 0.287
H 0.76 -0.20 3.03 0.340
O -2.63 -0.49 1.20 -0.581
H -2.67 0.18 1.86 0.296
H -1.81 -0.34 0.79 0.260
O -0.21 3.41 0.72 -0.576
H 0.26 2.68 1.20 0.287
H 0.52 3.95 0.48 0.282
O 1.69 0.56 0.26 -0.496
H 1.21 -0.28 0.57 0.350
H 1.74 0.53 -0.78 0.249
O 1.41 -1.98 1.33 -0.571
H 1.24 -2.51 2.12 0.267
H 0.96 -2.40 0.52 0.137
O -3.56 3.05 -0.12 -0.633
H -2.95 3.43 0.54 0.308
H -3.34 2.14 -0.02 0.311
```

As for the charge: 0. Its HOMO-LUMO gap is 8.02 eV. Its SMILES is C=CC(=C)NC.O.O.O.O.O.O.O.O.O. The electronic energy is -938.50002 a.u. Its highest occupied orbital energy is -8.16 eV. The energy above the lowest of the compared OMol25 structures with the same formula, charge and spin comes out at 110.9 kcal per mole.



[9]
Molecular formula: C5H11O2
Method: DFT, ωB97M-V with the def2-TZVPD basis set

The geometry in XYZ format:
```
18
Properties=species:S:1:pos:R:3:mulliken_charge:R:1
C 0.42 -1.04 1.91 -0.227
C 0.40 0.49 1.94 -1.039
C 1.45 -1.62 0.92 -1.147
H 0.78 -1.40 2.88 0.221
H -0.59 -1.37 1.76 0.362
H -0.51 0.86 1.49 0.286
H 1.22 0.90 1.35 0.278
H 1.51 -1.09 -0.03 0.313
H 2.42 -1.52 1.40 0.328
H 0.43 0.87 2.96 0.316
H 1.22 -2.67 0.74 0.307
C -1.01 0.47 -2.48 -0.598
C -1.63 1.89 -2.45 0.533
O -2.88 1.99 -2.37 -0.728
O -0.79 2.81 -2.56 -0.738
H -0.64 0.28 -3.48 0.263
H -1.68 -0.34 -2.19 0.244
H -0.15 0.49 -1.81 0.026
```

As for the charge: -1. Its HOMO-LUMO gap is 7.15 eV. The electronic energy is -347.63441 a.u. Its highest occupied orbital energy is -3.74 eV. The energy above the lowest of the compared OMol25 structures with the same formula, charge and spin comes out at 9.6 kcal per mole.